125
Properties=species:S:1:pos:R:3:forces:R:3:lowdin_charge:R:1 method="wB97M-V/def2-TZVPD" relative_energy_kj_mol=87.7 total_charge=-2 total_energy_ev=-161498.8680 multiplicity=1 mol_weight_g_mol=1273.0
C -1.04774 7.28604 -1.21980 -0.028 0.101 0.006 -0.04
C -0.22583 6.06226 -0.81942 -0.047 -0.193 -0.079 -0.55
C -1.20307 4.63818 -2.59315 -0.157 -0.174 -0.320 -0.07
C -5.50825 0.08675 3.30371 -0.117 -0.070 0.041 -0.03
C 3.05779 0.36437 4.77780 0.159 0.163 0.103 -1.46
H -0.81373 6.18487 1.28071 -0.101 0.003 0.027 0.05
H -1.22787 -6.79449 6.04824 0.014 0.010 -0.018 0.09
C 1.11008 6.03064 -1.56589 0.123 0.095 0.006 -0.03
C -1.42647 3.74594 -0.56073 -0.132 -0.074 0.464 -0.68
H -4.28857 3.08456 -0.45328 -0.041 0.111 0.004 0.11
H -1.02951 -0.14664 3.59504 0.066 -0.070 0.047 -0.02
C -0.11287 -0.58951 -6.16288 -0.056 -0.141 0.018 -0.05
C -0.85074 -1.50630 -5.18524 -0.075 -0.132 0.122 -0.55
H 9.04602 0.93723 0.03359 0.023 -0.100 -0.075 0.02
Si 6.82993 2.11971 0.24599 -0.247 0.009 0.003 0.48
C -0.06061 -4.35631 3.27282 -0.301 -0.029 0.037 -0.51
C -3.01961 -0.76200 -4.10125 -0.433 0.311 0.224 -0.06
H -1.20010 -2.97290 -6.69117 -0.002 -0.013 -0.017 0.08
H 9.24797 2.64665 0.39503 0.046 0.079 -0.024 0.02
H 2.08323 -0.78383 0.04880 0.170 -0.065 -0.223 -0.06
H 7.39279 3.47757 -1.73119 0.034 0.087 -0.067 0.02
H 0.67948 5.31269 1.01668 0.050 -0.101 -0.013 0.07
N 3.76150 -0.58048 0.78907 -0.316 0.091 -0.129 -0.01
H -0.46358 -3.03021 -3.68239 -0.003 0.128 -0.134 0.08
H -7.59173 -1.35586 2.18409 -0.024 -0.038 0.035 0.08
C -1.21645 -4.09391 4.00496 0.022 -0.041 0.050 -0.13
H 0.45955 -1.20353 -6.86105 0.044 0.000 -0.010 0.08
H 1.64085 5.10406 -1.35037 0.010 -0.049 0.016 0.10
H -1.66890 0.01836 2.19458 -0.321 -0.310 0.049 -0.07
N -1.64495 -0.70309 -4.23212 0.187 0.081 -0.011 0.00
H -2.34545 -3.09335 -5.35851 -0.011 -0.011 0.054 0.08
H -4.46669 0.20385 3.59803 0.082 0.034 0.016 0.08
S 3.57381 1.91991 -0.12670 0.266 -0.323 0.051 0.44
C -1.80289 -2.39261 -5.99215 0.125 -0.020 -0.062 -0.07
Cl 4.41902 -0.72738 5.04703 0.047 -0.092 -0.031 0.59
S 0.44862 0.63036 -2.97827 -0.044 0.018 -0.329 0.68
H -6.02106 -0.51195 4.05872 -0.010 -0.013 0.026 0.08
H 6.21952 -2.55770 1.92587 0.028 0.014 -0.001 0.09
N -0.98903 4.85493 -1.24193 0.035 -0.158 0.277 0.00
H 5.74474 2.81332 -1.86806 -0.065 0.014 0.004 -0.01
H 1.57832 -5.70188 3.00128 0.026 -0.034 0.002 0.09
H -5.03386 -2.64151 1.25416 0.005 0.034 -0.061 0.05
H -2.00259 2.86735 -3.61900 -0.026 -0.014 -0.102 0.12
C -4.99216 -2.03445 2.15331 -0.149 0.009 0.048 -0.09
C 4.39300 -1.63034 1.29711 0.023 -0.227 0.097 -0.16
C -5.57300 -0.63863 1.95450 0.123 0.110 -0.011 -0.55
O 0.77158 0.38108 4.17110 -0.166 -0.161 1.766 -0.38
C -0.20180 -4.11458 0.17002 0.098 0.072 0.104 -0.50
H -1.27257 7.30360 -2.28630 0.011 -0.027 -0.017 0.07
C 6.35416 3.56278 1.34172 0.122 -0.035 -0.023 -0.20
H 0.59729 -3.08570 -5.10248 0.093 -0.047 -0.001 0.08
Cl 2.77725 1.27221 6.29605 -0.057 0.043 -0.057 0.55
H 5.36423 3.93361 1.09235 -0.055 0.014 -0.049 0.00
H -2.51470 -1.80393 -6.57280 -0.011 0.015 -0.007 0.08
C -1.09750 -5.55660 -2.04057 -0.075 -0.053 -0.059 -0.12
H -1.21396 0.92812 -0.57063 0.142 -0.103 0.114 0.06
C 8.65316 1.76163 0.62772 -0.084 0.061 -0.056 -0.20
C 5.75832 -1.67911 1.49487 -0.020 -0.013 0.016 -0.10
H 0.95962 -0.51316 -1.02889 0.012 -0.011 -0.056 -0.08
C -1.63574 -4.96645 5.00205 -0.030 0.125 -0.055 -0.10
H -0.49398 8.19367 -0.97728 0.025 0.036 0.017 0.08
O 1.79994 -1.60833 4.24571 0.088 -0.426 -0.012 -0.08
H -0.83141 -0.00026 -6.73636 -0.026 0.034 0.004 0.08
H 0.65395 7.07128 0.80531 -0.022 -0.024 0.060 0.08
C -1.93731 -5.34783 -0.95521 -0.048 -0.022 -0.037 -0.10
H 0.84718 -5.17645 -2.87321 -0.041 -0.007 0.032 0.10
H 7.08983 4.36189 1.23102 0.037 0.126 0.018 0.02
Te 0.49576 -2.95475 1.79838 0.384 0.075 -0.095 1.49
C -1.15697 0.14439 -3.27406 0.799 -0.065 0.112 -0.68
O 1.14051 -0.94923 -0.17843 0.100 -0.762 -0.609 -0.45
C 6.48710 -0.54412 1.14785 -0.122 -0.164 0.072 -0.11
C -3.73943 -0.03947 0.20150 0.151 -0.388 -0.341 -0.69
Cl 3.49915 1.50428 3.47624 0.167 -0.053 0.370 0.57
C 0.09642 -2.41885 -4.39783 -0.111 -0.078 -0.079 -0.04
H -0.91679 5.36054 -3.33206 -0.019 -0.034 -0.086 0.10
H 1.72853 6.86534 -1.23281 0.019 0.025 0.001 0.08
C 1.72442 -0.39689 4.37098 0.116 0.028 0.254 -0.92
H -1.44637 -6.10987 -2.90550 -0.015 -0.003 0.014 0.09
C -7.01342 -0.77460 1.46518 -0.113 -0.003 0.034 -0.04
H 8.81553 1.52611 1.67829 -0.010 -0.034 0.139 0.02
H 3.75181 -2.46501 1.57054 0.049 -0.012 -0.012 0.08
C 5.85496 0.57382 0.63235 0.457 0.058 0.004 -0.28
H -2.53355 -4.74281 5.56627 -0.002 -0.023 0.014 0.09
C 0.24942 -6.37803 4.54861 0.141 -0.094 -0.036 -0.11
H 0.99071 6.11317 -2.64519 -0.024 -0.012 -0.029 0.07
H 6.34433 3.25048 2.38573 0.006 -0.023 0.120 0.02
C 6.76532 2.59975 -1.56327 0.135 -0.016 0.061 -0.20
H 7.15049 1.78508 -2.17727 0.029 -0.060 -0.086 0.02
C 4.45071 0.52732 0.45589 -0.328 0.521 -0.085 -0.82
C -0.90323 -6.11145 5.27046 -0.092 -0.095 0.136 -0.12
H 0.83063 -7.26852 4.76113 -0.013 0.000 0.010 0.09
H -5.60963 -2.49894 2.92806 0.035 -0.071 0.014 0.08
N -3.45615 1.12124 -0.45637 0.162 -0.023 0.247 0.01
H -2.16756 -4.42586 0.96435 0.003 0.000 0.008 0.09
N -1.89157 2.86643 -1.48753 0.079 -0.098 0.175 0.04
H -3.96341 -1.99947 2.49057 0.169 0.047 0.036 0.05
C 0.63598 -4.32417 -0.92111 -0.016 0.075 0.027 -0.14
C 0.18749 -5.03532 -2.02276 0.104 -0.073 -0.073 -0.13
H 0.55946 0.07948 -5.63892 0.087 0.083 0.113 0.03
H -4.30115 0.23225 -2.60581 -0.144 -0.021 -0.045 0.12
H 0.83786 -1.85254 -3.84180 0.021 0.084 -0.026 0.04
O -1.82410 -0.35098 3.07273 -0.312 0.154 0.258 -0.14
H -5.98487 1.06810 3.27455 0.036 -0.021 -0.018 0.07
S -2.86042 -1.45920 -0.07427 -0.135 -0.037 0.168 0.70
C -4.36418 2.07742 -0.09264 -0.384 -0.006 0.183 -0.09
S -1.53411 3.44902 1.11443 0.058 0.304 -0.188 0.57
C -1.49329 -4.62141 0.13942 -0.104 -0.042 0.051 -0.17
H 1.63309 -3.90426 -0.91355 0.045 0.006 0.003 0.09
C -1.74868 3.41432 -2.73242 0.129 0.370 -0.225 -0.07
H -3.63623 -1.39464 -4.70871 -0.032 0.058 0.020 0.10
C 0.67167 -5.50297 3.55843 0.005 0.038 -0.062 -0.13
N -2.20344 0.58200 -2.55702 -0.363 0.336 -0.001 0.02
C 0.08150 6.14865 0.67077 -0.017 0.021 -0.047 -0.09
N -4.84667 0.20387 0.97475 0.227 -0.197 -0.085 0.00
H -7.03704 -1.28958 0.50528 0.019 -0.028 -0.053 0.09
H -6.06676 1.95102 1.29443 -0.010 0.072 -0.005 0.10
H -1.98914 7.29868 -0.67055 -0.040 -0.004 0.018 0.09
C -5.23380 1.51906 0.77496 0.052 0.442 -0.215 -0.07
H 7.55866 -0.54100 1.30664 0.087 0.032 -0.013 0.08
B -2.11936 1.34402 -1.21023 -0.094 0.092 0.059 -0.68
H -2.95321 -5.72552 -0.96584 0.006 -0.016 -0.029 0.09
Cs 0.79372 0.92037 1.72714 -0.201 1.421 -1.756 1.11
H -1.77413 -3.19084 3.78830 -0.049 0.033 0.031 0.08
C -3.35427 0.05230 -3.07486 -0.115 -0.483 -0.261 -0.08
H -7.49885 0.19364 1.34584 -0.009 0.050 0.000 0.07